[1]
Formula: C40H59B2F4N6RuTe
Source: OMol25
Level of theory: wB97M-V/def2-TZVPD

```
113
Properties=species:S:1:pos:R:3:lowdin_charge:R:1
Ru 0.066 -0.846 0.681 1.20
C -2.703 -4.085 3.872 -0.01
C -1.651 -3.800 2.849 -0.25
C -0.811 -4.675 2.192 0.04
C 0.002 -3.893 1.361 -0.21
N -0.354 -2.614 1.517 -0.05
N -1.362 -2.559 2.427 0.05
B -1.993 -1.213 2.833 -0.51
N -0.885 -0.301 3.347 0.04
N 0.345 -0.392 2.757 0.02
C 1.163 0.398 3.474 -0.22
C 0.438 1.030 4.479 0.05
C -0.851 0.544 4.377 -0.25
C -2.036 0.872 5.223 0.01
C 2.662 0.446 3.289 -0.52
C 3.327 0.320 4.664 -0.04
C 3.135 -0.735 2.445 -0.05
C 3.045 1.787 2.652 -0.02
N -2.615 -0.606 1.566 0.04
N -2.057 -0.933 0.360 0.03
C -2.964 -0.561 -0.567 -0.23
C -4.072 0.004 0.050 0.04
C -3.806 -0.025 1.403 -0.24
C -4.623 0.513 2.529 0.01
C -2.850 -0.900 -2.033 -0.53
C -1.482 -1.502 -2.334 -0.06
C -3.127 0.342 -2.885 -0.04
C -3.919 -1.950 -2.360 -0.03
C 1.090 -4.366 0.416 -0.54
C 0.679 -4.100 -1.033 -0.04
C 2.404 -3.629 0.691 -0.05
C 1.304 -5.865 0.617 -0.05
H -2.756 -5.157 4.044 0.08
H -3.683 -3.737 3.544 0.09
H -2.479 -3.594 4.820 0.09
H -0.782 -5.745 2.319 0.11
H -2.838 -1.391 3.666 0.12
H 0.802 1.727 5.218 0.12
H -1.700 1.304 6.163 0.09
H -2.642 -0.006 5.441 0.08
H -2.667 1.607 4.721 0.08
H 3.117 -0.655 5.110 0.10
H 2.979 1.089 5.354 0.08
H 4.409 0.425 4.557 0.09
H 2.550 -1.627 2.667 0.07
H 4.183 -0.960 2.657 0.10
H 3.060 -0.526 1.386 0.03
H 2.790 2.621 3.310 0.10
H 2.508 1.936 1.710 0.06
H 4.121 1.821 2.460 0.09
H -4.966 0.384 -0.420 0.13
H -5.642 0.692 2.190 0.09
H -4.201 1.464 2.861 0.09
H -4.650 -0.165 3.382 0.08
H -0.669 -0.832 -2.028 0.01
H -1.368 -1.700 -3.403 0.10
H -1.360 -2.442 -1.801 0.06
H -2.410 1.133 -2.690 0.02
H -4.116 0.749 -2.667 0.09
H -3.096 0.089 -3.948 0.09
H -3.792 -2.840 -1.741 0.10
H -3.847 -2.246 -3.411 0.09
H -4.921 -1.554 -2.186 0.09
H 0.565 -3.032 -1.211 0.04
H -0.269 -4.586 -1.275 0.10
H 1.446 -4.472 -1.719 0.10
H 2.302 -2.557 0.525 0.03
H 3.184 -3.996 0.019 0.10
H 2.737 -3.774 1.722 0.09
H 0.397 -6.429 0.384 0.09
H 1.592 -6.090 1.647 0.09
H 2.099 -6.219 -0.043 0.09
C 2.550 -0.367 -2.093 -0.08
C 2.729 0.680 -0.990 -0.52
C 4.207 0.803 -0.635 -0.07
C 2.221 2.073 -1.377 -0.33
H 3.042 -1.299 -1.809 0.09
H 2.991 -0.024 -3.033 0.09
H 1.504 -0.613 -2.294 0.03
H 2.170 0.356 -0.090 0.06
H 4.778 1.065 -1.533 0.10
H 4.599 -0.142 -0.256 0.09
H 4.382 1.573 0.118 0.08
H 2.849 2.495 -2.161 0.06
H 2.190 2.746 -0.520 0.08
Te 0.248 2.028 -2.144 1.93
C 0.847 1.778 -4.153 -0.41
C 1.913 2.483 -4.699 -0.11
C 2.254 2.280 -6.028 -0.06
C 1.526 1.390 -6.811 -0.06
C 0.447 0.706 -6.269 -0.06
C 0.106 0.898 -4.934 -0.12
C -0.136 4.072 -2.319 -0.42
C 0.893 5.000 -2.306 -0.11
C 0.579 6.345 -2.441 -0.06
C -0.745 6.741 -2.581 -0.06
C -1.764 5.797 -2.586 -0.05
C -1.465 4.448 -2.450 -0.11
H 2.472 3.205 -4.117 0.09
H 3.085 2.825 -6.456 0.11
H 1.796 1.238 -7.848 0.11
H -0.131 0.025 -6.881 0.11
H -0.734 0.360 -4.514 0.07
H 1.926 4.701 -2.177 0.10
H 1.371 7.083 -2.428 0.11
H -0.985 7.792 -2.677 0.11
H -2.795 6.108 -2.682 0.11
H -2.261 3.715 -2.423 0.10
F -1.399 2.433 2.176 0.19
B -0.880 2.494 0.905 -1.25
F -0.187 3.664 0.624 0.14
F -1.845 2.227 -0.071 0.08
F 0.170 1.407 0.768 -0.11
```

Results
LUMO (spin up / spin down)	-3.011 / -3.046	eV
gap between HOMO and LUMO (spin up / spin down)	7.711 / 7.789	eV
highest occupied orbital energy (spin up / spin down)	-10.7 / -10.8	eV
charge	+1

=====

[2]
Formula: C40H59BrClF3NO18PS2
Source: OMol25
Level of theory: wB97M-V/def2-TZVPD

```
126
Properties=species:S:1:pos:R:3:lowdin_charge:R:1
C -2.158 -6.597 2.790 0.10
C -2.174 -6.422 1.479 -0.08
C -1.812 -6.112 -0.047 -0.10
C -1.705 -4.489 -0.388 -0.37
N -2.634 -3.899 0.670 0.10
C -3.899 -3.823 0.322 -0.28
C -4.605 -2.340 0.435 -0.05
C -4.953 -4.977 -0.064 -0.04
O -2.341 -4.304 -1.641 -0.33
S -1.672 -5.037 -2.996 1.00
O -2.097 -6.507 -3.144 -0.40
O 0.001 -4.958 -2.664 -0.35
C 0.460 -3.538 -2.703 -0.51
C 1.884 -3.747 -3.540 -0.18
C 1.760 -3.625 -5.149 -0.31
C 3.121 -4.386 -5.704 -0.57
Br 4.794 -3.435 -5.219 0.66
P -0.428 -2.439 -3.967 0.72
O 0.461 -0.912 -3.965 -0.35
Cl -2.374 -1.747 -3.482 0.27
C 0.649 -3.144 -1.161 -0.21
C 0.694 -1.520 -0.853 -0.11
C -0.592 -0.635 -0.894 -0.18
F -1.869 -1.182 -0.470 -0.13
C 2.187 -3.426 -0.588 -0.22
S 3.025 -5.016 -0.755 0.77
O 4.391 -4.826 -1.439 -0.42
O 3.337 -5.686 0.593 -0.41
C -0.270 -3.867 -0.059 -0.16
F 0.399 -4.977 0.658 -0.01
F -0.377 -2.967 1.110 0.00
H -2.134 -6.695 3.936 0.05
H -0.950 -6.727 -0.491 0.12
H -2.749 -6.470 -0.649 0.11
H -3.984 -1.745 1.216 0.08
H -4.700 -1.820 -0.582 0.09
H -5.638 -2.514 0.955 0.08
H -4.780 -5.988 0.452 0.08
H -4.819 -5.169 -1.211 0.09
H -6.069 -4.651 0.045 0.09
H 2.276 -4.841 -3.415 0.11
H 2.677 -2.957 -3.226 0.11
H 1.883 -2.560 -5.575 0.08
H 0.923 -4.246 -5.636 0.11
H 2.974 -4.509 -6.845 0.08
H 3.191 -5.472 -5.280 0.08
H 1.426 -1.094 -4.071 0.03
H 1.471 -1.111 -1.626 0.13
H 1.222 -1.294 0.167 0.14
H -0.421 0.265 -0.164 0.11
H -0.806 -0.082 -1.902 0.09
H 2.904 -2.607 -1.018 0.13
H 2.143 -3.181 0.556 0.14
H 2.268 -5.918 -1.505 0.09
O -5.001 -3.961 5.861 0.11
C -3.818 -3.771 5.706 -0.47
O -2.902 -4.762 5.526 0.00
C -1.590 -4.191 5.486 -0.17
C -1.797 -2.746 5.104 -0.17
C -3.137 -2.431 5.727 -0.08
H -1.131 -4.299 6.474 0.13
H -0.979 -4.722 4.752 0.11
H -0.992 -2.092 5.443 0.11
H -1.868 -2.657 4.014 0.12
H -3.037 -2.098 6.764 0.14
H -3.692 -1.699 5.139 0.12
O 3.930 -0.546 -5.326 0.03
C 3.481 -0.051 -6.332 -0.48
O 2.322 -0.449 -6.926 0.01
C 2.146 0.270 -8.150 -0.16
C 2.982 1.519 -8.001 -0.16
C 4.126 1.046 -7.132 -0.08
H 2.485 -0.361 -8.977 0.13
H 1.088 0.501 -8.292 0.13
H 3.301 1.939 -8.956 0.12
H 2.410 2.286 -7.468 0.12
H 4.940 0.623 -7.725 0.14
H 4.493 1.841 -6.483 0.13
O 0.569 2.014 -0.930 0.08
C 0.052 2.929 -0.330 -0.47
O -0.516 2.811 0.902 0.02
C -1.125 4.056 1.262 -0.16
C -0.430 5.096 0.419 -0.15
C -0.102 4.332 -0.842 -0.06
H -2.197 3.995 1.046 0.13
H -0.989 4.238 2.330 0.12
H -1.036 5.986 0.246 0.10
H 0.498 5.409 0.909 0.11
H -0.924 4.362 -1.562 0.14
H 0.823 4.687 -1.298 0.13
O 2.811 6.148 2.495 0.11
C 3.343 5.225 1.924 -0.47
O 2.671 4.282 1.207 0.01
C 3.593 3.281 0.761 -0.16
C 4.946 3.949 0.783 -0.16
C 4.814 4.920 1.936 -0.08
H 3.538 2.429 1.445 0.14
H 3.318 2.949 -0.242 0.13
H 5.772 3.244 0.896 0.12
H 5.101 4.505 -0.148 0.12
H 5.075 4.456 2.890 0.14
H 5.404 5.822 1.771 0.13
O -0.761 8.611 -0.440 0.11
C -0.846 8.797 0.750 -0.47
O -1.487 7.956 1.610 0.01
C -1.490 8.533 2.919 -0.16
C -0.343 9.514 2.924 -0.16
C -0.312 9.991 1.490 -0.08
H -2.455 9.021 3.083 0.13
H -1.358 7.748 3.667 0.13
H -0.468 10.319 3.651 0.12
H 0.591 8.992 3.158 0.12
H -0.982 10.839 1.328 0.14
H 0.702 10.232 1.168 0.13
O -0.690 1.044 7.141 0.12
C -1.237 1.256 6.086 -0.47
O -1.533 0.291 5.171 0.00
C -2.075 0.904 3.996 -0.15
C -2.599 2.244 4.452 -0.16
C -1.645 2.607 5.568 -0.08
H -1.277 1.000 3.254 0.13
H -2.867 0.275 3.585 0.12
H -2.639 2.986 3.651 0.10
H -3.610 2.129 4.857 0.13
H -0.760 3.128 5.194 0.13
H -2.138 3.193 6.344 0.13
```

Results
LUMO	0.068	eV
gap between HOMO and LUMO	8.258	eV
highest occupied orbital energy	-8.2	eV